21
Properties=species:S:1:pos:R:3 method="wB97M-V/def2-TZVPD" lumo_ev="-2.7 / -6.7" total_energy_ev=-13926.5784 gap_ev="7.18 / 6.13" spin_multiplicity=3 homo_ev="-9.91 / -12.83" charge=+1 de_lowest_ev=1.381
C -3.08050 -0.25589 0.22112
C -2.97442 1.14684 0.14016
C -2.03899 -1.12815 0.15914
C -1.76723 1.75546 -0.12473
C -0.79004 -0.56834 -0.19206
C -0.72960 0.82696 -0.41467
C 0.43706 -1.14867 -0.35622
N 1.39952 0.26983 -0.80807
N 0.93319 -2.36145 -0.31274
N 3.62611 0.84367 0.37885
O 0.48328 1.26651 -0.75020
H -4.06017 -0.78115 0.49508
H -3.70562 1.87464 0.26718
H -2.27728 -2.21414 0.41300
H -1.66622 2.77482 -0.14108
H 2.37844 0.30492 -0.17654
H 1.76993 -2.69450 -0.79874
H 0.61359 -3.19150 0.10092
H 3.22663 1.04308 1.31628
H 3.70894 1.78359 0.00012
H 4.51341 0.45345 0.58318

75
Properties=species:S:1:pos:R:3 method="wB97M-V/def2-TZVPD" lumo_ev="-3.1 / -4.0" total_energy_ev=-139834.3174 gap_ev="6.61 / 5.67" spin_multiplicity=2 homo_ev="-9.76 / -9.62" charge=+1 de_lowest_ev=12.549
Ru 0.51896 -1.38893 0.28918
C -1.95486 5.14107 2.02846
N -2.03058 4.73182 0.63910
C -2.85335 5.28181 -0.32978
C -2.59750 4.64807 -1.48468
N -1.61280 3.69886 -1.21326
C -1.24880 3.76041 0.10731
S -0.04752 2.92659 0.91357
C -1.18025 2.74709 -2.16875
C -0.71524 3.15607 -3.40571
C -0.41878 2.17694 -4.34785
C -0.58577 0.84043 -4.03018
C -1.04497 0.59727 -2.75868
N -1.33107 1.46536 -1.85703
H -2.67689 5.93626 2.19216
H -0.95064 5.49461 2.25651
H -2.18052 4.29393 2.67379
H -3.55296 6.06646 -0.10563
H -3.04357 4.74167 -2.45838
H -0.59406 4.20764 -3.62634
H -0.07348 2.46395 -5.33219
H -0.40980 0.04256 -4.74043
H -0.91704 -1.50052 -3.53555
N 0.04154 -2.18558 4.41713
C -1.32209 -2.37983 4.75737
C -1.78945 -2.08396 6.02524
C -3.12703 -2.30665 6.32510
C -3.99064 -2.78699 5.35413
C -3.52324 -3.04203 4.07149
C -2.18177 -2.85476 3.78235
S -1.52488 -3.25573 2.20178
N -0.24070 -2.11827 2.09500
C 0.40125 -1.78621 3.15944
C 1.62343 -0.96563 2.98577
C 2.46443 -0.61740 4.02945
C 3.62140 0.09570 3.76335
C 3.90514 0.43836 2.45428
C 3.01918 0.06201 1.46294
N 1.90126 -0.62075 1.71249
H 0.61488 -1.86055 5.17521
H -1.11351 -1.69740 6.77902
H -3.49096 -2.09874 7.32191
H -5.03183 -2.95922 5.58902
H -4.19146 -3.40550 3.30355
H 2.24118 -0.89658 5.04819
H 4.28934 0.37241 4.56717
H 4.79590 0.99077 2.19306
H 3.21245 0.31305 0.43041
N 4.51320 -1.94437 -4.82826
C 3.90025 -1.31556 -4.08915
C 3.13000 -0.52929 -3.16562
C 3.15919 0.85976 -3.20374
C 2.40452 1.55544 -2.27948
C 1.63669 0.85103 -1.36836
N 1.60804 -0.49308 -1.33192
C 2.35451 -1.17032 -2.20655
H 3.76933 1.36975 -3.93731
H 2.39898 2.63599 -2.25014
H 1.02943 1.37060 -0.63434
H 2.35106 -2.24508 -2.13548
Cl -2.52952 0.23069 1.99596
C -2.59784 -0.37326 0.31833
C -1.42822 -0.65410 -0.23794
C -3.47974 -0.07792 -3.61712
Cl -1.36186 -1.18483 -2.23893
C -4.19118 0.18690 -2.55598
Cl -4.97524 1.61322 -3.28974
C -4.63207 -0.39627 -1.29579
Cl -6.30171 -0.86966 -1.48850
C -3.98760 -0.61921 -0.13811
Cl -4.91160 -1.45602 1.07983
F 0.52439 -3.43266 -1.95492
C -0.13015 -2.80356 -1.00352
F -1.10974 -3.61677 -0.64874
H 1.48696 -2.68147 0.34917

13
Properties=species:S:1:pos:R:3 method="wB97M-V/def2-TZVPD" lumo_ev="-4.1 / -4.1" total_energy_ev=-19070.3764 gap_ev="8.34 / 8.34" homo_ev="-12.40 / -12.40" charge=+1 de_lowest_ev=2.347
C -0.36457 -0.40099 2.08468
C 0.53338 0.37881 -1.51322
C 1.80382 0.66975 -1.40641
C -1.36634 -0.23624 -0.01380
C 0.85377 0.28740 0.70438
N -1.40624 -0.66347 1.26810
N -0.08033 0.21663 -0.26579
S 2.41111 0.64157 0.22369
H -0.27331 -0.83105 3.01031
H -0.18708 0.33095 -2.39996
H 2.44524 0.57104 -2.33689
H -1.96515 -0.08633 -0.88850
H -2.40431 -0.87806 1.53341

30
Properties=species:S:1:pos:R:3 method="wB97M-V/def2-TZVPD" lumo_ev=-0.7 total_energy_ev=-20798.9660 smiles=O.O.O.O.O.O.O.O.O.O gap_ev=9.70 homo_ev=-10.38 de_lowest_ev=3.647
O 3.37033 0.14723 -0.25327
H 3.45833 0.66723 0.57573
H 2.85733 -0.57277 -0.00527
O -2.29067 0.81023 -0.58127
H -1.50267 0.25523 -0.45227
H -2.41967 1.21823 0.25273
O -1.39667 -1.79177 -2.50827
H -2.07667 -1.10077 -2.63627
H -0.84067 -1.42377 -1.79527
O 0.46133 1.80323 1.43473
H 1.39233 1.76823 1.54673
H 0.26233 2.56723 0.91673
O -0.44167 -2.16077 2.14073
H -0.19567 -1.83977 1.28373
H -0.28567 -3.06577 1.95073
O 1.15633 -1.81077 -3.86327
H 1.56933 -1.57877 -4.71827
H 1.14433 -1.01477 -3.35827
O -0.54567 0.45723 3.81473
H -0.52067 0.87923 4.67373
H 0.37633 0.21823 3.52073
O -0.11667 -0.73377 -0.10027
H 0.40033 -0.43777 -0.87527
H 0.04833 -0.10177 0.58873
O -2.22667 1.71323 1.90573
H -1.34667 1.89823 1.60473
H -2.24167 0.94023 2.46373
O 0.65433 0.44523 -2.36827
H -0.06167 0.74723 -2.91127
H 1.35833 1.09723 -2.24727

57
Properties=species:S:1:pos:R:3 method="wB97M-V/def2-TZVPD" lumo_ev=0.7 total_energy_ev=-38072.9926 smiles="CCOc1ccc(NC(=O)CN2CCN(CC(=O)Nc3ccc(F)cc3)CC2)cc1" gap_ev=8.25 homo_ev=-7.59 de_lowest_ev=0.365
C 4.67728 -2.76935 2.82695
C 3.77002 -2.47873 1.64179
O 3.42000 -1.11099 1.69504
C 2.60232 -0.60164 0.73346
C 2.35714 0.77056 0.80910
C 1.54791 1.39047 -0.11416
C 0.95241 0.66012 -1.14305
C 1.18615 -0.70696 -1.21237
C 2.00490 -1.33183 -0.28605
H 2.17010 -2.39388 -0.37777
H 0.73466 -1.28123 -2.00402
N 0.19026 1.35620 -2.08511
C -0.49544 0.87717 -3.15900
O -0.60002 -0.30117 -3.43821
C -0.98655 1.98746 -4.10870
N -2.31508 2.53758 -3.92776
C -2.54643 3.26585 -2.69354
C -3.07116 2.35790 -1.56101
N -2.71043 0.99034 -1.88602
C -2.79022 0.05064 -0.79190
C -1.79625 0.30889 0.33971
O -1.52582 1.40831 0.76995
N -1.30986 -0.85158 0.86117
C -0.46441 -1.03953 1.95885
C -0.00021 0.00768 2.75003
C 0.82917 -0.25080 3.82460
C 1.18509 -1.55530 4.10727
C 0.72841 -2.61354 3.34330
C -0.09492 -2.34793 2.26698
H -0.45498 -3.16410 1.65645
H 1.01570 -3.62276 3.59409
F 1.99352 -1.81053 5.15936
H 1.20271 0.55103 4.44066
H -0.28526 1.01803 2.51458
H -1.55094 -1.70705 0.38057
H -2.60931 -0.94073 -1.21539
H -3.79804 0.04562 -0.32700
C -3.46432 0.52458 -3.03799
C -3.38680 1.59291 -4.14786
H -4.31518 2.17061 -4.18432
H -3.24282 1.11806 -5.11942
H -3.00463 -0.40606 -3.37833
H -4.51941 0.32245 -2.77826
H -2.61402 2.62771 -0.61148
H -4.16658 2.46037 -1.46144
H -3.28552 4.04646 -2.90806
H -1.62047 3.76202 -2.39987
H -0.96141 1.55845 -5.11528
H -0.27877 2.82210 -4.07547
H 0.11904 2.34668 -1.90177
H 1.36803 2.45309 -0.03981
H 2.82074 1.32987 1.60562
H 2.86643 -3.10167 1.69561
H 4.29076 -2.69671 0.69827
H 5.56837 -2.15053 2.77170
H 4.96816 -3.81599 2.82352
H 4.15942 -2.54473 3.75479

77
Properties=species:S:1:pos:R:3 method="wB97M-V/def2-TZVPD" lumo_ev="-0.7 / -0.7" total_energy_ev=-134222.2527 gap_ev="7.22 / 7.28" spin_multiplicity=3 homo_ev="-7.94 / -8.01" de_lowest_ev=0.000
Ni -12.17821 -15.77792 -0.15141
O -12.56365 -19.82162 0.49508
C -12.49299 -18.59110 0.63176
O -12.98346 -17.65799 -0.19463
C -11.76253 -18.02815 1.74719
C -11.16219 -18.89187 2.70410
C -10.38274 -18.28193 3.69210
C -10.13054 -16.86761 3.64409
C -10.70953 -16.12501 2.58524
N -11.47943 -16.73599 1.65656
H -11.30318 -19.98515 2.66474
H -9.99228 -18.86863 4.49633
H -9.40912 -16.36916 4.25630
H -10.61742 -15.06732 2.47118
Cl -12.62774 -8.39883 0.20989
C -12.14004 -10.06204 0.14781
C -10.80311 -10.48751 0.20146
C -10.47986 -11.84807 0.26237
Cl -8.78109 -12.33802 0.40560
C -11.47208 -12.91194 0.21645
O -11.15005 -14.15633 0.41740
C -12.83115 -12.44190 -0.00865
C -13.92492 -13.37631 -0.22541
O -13.81583 -14.63450 -0.28701
C -13.10995 -11.03849 0.08976
H -9.99544 -9.80513 0.15549
H -14.96108 -12.92780 -0.37788
H -14.10011 -10.65004 0.08262
C -13.13577 -16.48342 -3.29176
P -11.55436 -16.14674 -2.33622
C -10.44118 -17.62518 -2.45721
C -10.98579 -18.96940 -2.42736
C -10.20570 -20.08737 -2.56730
C -8.83065 -20.01963 -2.50577
C -8.25177 -18.76451 -2.44894
C -9.09117 -17.58357 -2.35136
C -10.61558 -15.03442 -3.27285
C -9.94273 -13.94909 -2.65091
C -9.32834 -12.98119 -3.44003
C -9.38739 -13.07803 -4.84659
C -9.98462 -14.16239 -5.44099
C -10.56272 -15.19197 -4.68527
P -13.39482 -18.13164 -4.21683
C -12.93524 -17.63685 -5.84571
C -11.89755 -18.32189 -6.54006
C -11.51674 -17.89644 -7.84084
C -12.14014 -16.75093 -8.43633
C -13.11986 -16.11246 -7.73703
C -13.57584 -16.55635 -6.43770
C -15.22989 -18.20938 -4.52579
C -15.58363 -19.18976 -5.45655
C -16.97859 -19.46944 -5.71216
C -17.94449 -18.76704 -5.00646
C -17.57662 -17.95067 -3.94698
C -16.21777 -17.64566 -3.71686
H -13.32877 -15.62945 -3.90671
H -13.94796 -16.48399 -2.58324
H -12.04206 -19.06755 -2.12160
H -10.68112 -21.02679 -2.76076
H -8.29658 -20.97346 -2.54259
H -7.20295 -18.64070 -2.52124
H -8.54738 -16.65309 -2.25513
H -10.00864 -13.84011 -1.52391
H -9.01030 -12.01328 -2.99471
H -8.99422 -12.25525 -5.47106
H -10.04125 -14.12845 -6.54394
H -10.88720 -16.16821 -5.05234
H -11.41607 -19.15237 -6.05849
H -10.63969 -18.29235 -8.32856
H -11.93449 -16.44070 -9.49809
H -13.63701 -15.24391 -8.13327
H -14.45264 -16.06743 -5.98099
H -14.79878 -19.70024 -6.02200
H -17.15489 -20.24134 -6.48419
H -19.01517 -18.84814 -5.28838
H -18.38037 -17.55634 -3.29015
H -15.92467 -16.98937 -2.87577

113
Properties=species:S:1:pos:R:3 method="wB97M-V/def2-TZVPD" lumo_ev=-2.2 total_energy_ev=-86369.2651 gap_ev=8.30 homo_ev=-10.49 charge=+1
Cs 22.62663 23.73678 -19.07353
C 25.04104 24.57176 -24.37588
O 24.54179 25.61722 -24.08897
N 25.42174 23.70643 -23.49990
N 24.97140 24.13870 -25.57641
H 25.26993 23.89334 -22.51903
H 25.40515 22.75280 -23.83219
H 25.25147 23.18143 -25.73546
H 24.77996 24.70723 -26.38896
C 19.03766 19.18911 -20.23212
O 19.96565 19.95368 -20.27994
N 19.02201 17.91442 -20.26283
N 17.85459 19.69048 -20.14255
H 18.21574 17.32218 -20.12394
H 19.84929 17.44793 -20.60647
H 17.76413 20.69335 -20.06395
H 17.04741 19.18463 -20.47821
C 23.26494 20.62513 -21.70390
O 24.03439 21.63721 -21.80589
N 22.20265 20.65955 -22.51297
N 23.42473 19.58522 -20.90694
H 22.19587 21.53062 -23.02414
H 21.53610 19.92490 -22.70302
H 24.28331 19.27022 -20.47831
H 22.72099 18.87541 -21.05192
C 27.46722 20.05000 -20.93017
O 27.28904 20.01323 -19.72105
N 28.14586 19.16052 -21.56582
N 26.76324 20.79503 -21.78369
H 28.34650 19.33758 -22.53972
H 28.43424 18.36568 -21.01341
H 25.93744 21.33713 -21.57328
H 27.13211 20.67662 -22.71644
C 18.57471 25.29678 -20.79018
O 19.66312 24.69655 -20.47633
N 18.53034 26.29452 -21.59825
N 17.42660 24.86314 -20.30921
H 19.46646 26.58331 -21.84397
H 17.82328 27.01566 -21.60877
H 17.42173 24.18703 -19.55891
H 16.56722 25.23681 -20.68595
C 18.12487 28.35281 -17.39671
O 16.99232 28.45672 -17.03727
N 18.67601 27.28123 -17.85043
N 18.92710 29.33533 -17.56372
H 19.61215 27.13025 -18.19820
H 17.99009 26.54775 -17.95821
H 19.74768 28.98896 -18.03993
H 18.96003 30.13330 -16.94544
C 19.87109 23.29458 -23.68940
O 21.00037 22.98485 -23.83982
N 19.35151 24.46439 -24.05829
N 18.98052 22.58185 -23.05148
H 18.46794 24.88305 -23.80506
H 19.96303 25.00397 -24.65411
H 19.41364 21.97004 -22.37458
H 17.97810 22.58615 -22.92802
C 26.65664 21.88215 -16.91640
O 26.28649 22.47311 -15.92566
N 27.90955 21.63013 -17.33991
N 25.78723 21.32894 -17.63627
H 28.59931 21.89260 -16.65038
H 27.95711 20.83861 -17.96547
H 26.11648 20.87869 -18.47827
H 24.91438 21.23236 -17.13736
C 22.73866 20.02114 -16.94787
O 22.42469 21.17943 -17.15850
N 22.74728 19.57667 -15.70760
N 23.35302 19.19543 -17.77741
H 22.51457 20.28361 -15.02483
H 23.07345 18.66429 -15.42251
H 23.70571 19.57129 -18.64600
H 23.60524 18.26590 -17.47335
C 22.20830 25.37605 -15.37998
O 21.95547 24.50724 -16.20600
N 21.29039 26.13611 -14.85220
N 23.41737 25.73495 -15.04032
H 21.68725 26.77540 -14.17848
H 20.29667 26.10408 -15.02994
H 24.12288 25.26127 -15.58620
H 23.52574 25.92642 -14.05457
C 22.02384 27.44649 -22.52213
O 20.93950 28.01295 -22.58545
N 22.19952 26.16245 -22.39073
N 23.12811 28.09765 -22.55444
H 23.05819 25.85955 -22.82781
H 21.41887 25.52448 -22.45150
H 23.91706 27.65956 -22.10087
H 23.10596 29.05492 -22.23311
C 22.06589 28.84986 -19.00271
O 21.28523 27.99707 -18.76399
N 23.20124 29.04968 -18.42746
N 21.75971 29.69267 -19.93085
H 23.71812 28.35739 -17.90432
H 23.62455 29.93704 -18.65874
H 20.90301 29.60814 -20.45907
H 22.40032 30.43223 -20.18138
C 26.80795 24.04160 -20.37812
O 25.60171 24.26777 -20.39379
N 27.57653 24.01849 -19.29810
N 27.41885 23.78194 -21.46318
H 28.53855 23.71446 -19.34495
H 27.28234 24.27741 -18.36724
H 26.81877 23.50009 -22.22513
H 28.38780 23.50374 -21.40118
C 18.84819 22.68456 -17.91743
O 17.82751 22.63519 -18.55549
N 19.04126 23.12110 -16.68631
N 19.92377 21.96070 -18.25626
H 20.03853 23.17956 -16.53758
H 18.24986 23.61634 -16.30091
H 20.71839 21.73651 -17.67452
H 19.94342 21.62744 -19.20949

85
Properties=species:S:1:pos:R:3 method="wB97M-V/def2-TZVPD" lumo_ev="4.2 / 4.2" total_energy_ev=-279948.4568 gap_ev="6.41 / 6.41" spin_multiplicity=2 homo_ev="-2.23 / -2.23" charge=-2 de_lowest_ev=0.000
Au 0.16560 0.18819 -0.38372
Cl -7.21661 0.67857 3.79008
C -6.03700 0.40975 2.53244
C -4.66381 0.44434 2.80848
Cl -4.15572 0.71894 4.45047
C -3.71521 0.27088 1.80799
Cl -2.01987 0.31795 2.18804
C -4.06541 0.01597 0.43061
O -3.23089 -0.13921 -0.47397
C -5.50020 -0.02629 0.20659
Cl -5.98715 -0.36468 -1.42584
C -6.43360 0.16020 1.21043
Cl -8.13541 0.09158 0.84017
C 0.09874 2.08646 -1.15070
Ge 0.08164 3.85709 -0.44936
C 1.88539 4.36902 0.14619
C 2.92139 4.05002 -0.74492
C 4.24904 4.33681 -0.44521
C 4.57451 4.94295 0.76389
C 3.56738 5.24474 1.67091
C 2.23840 4.95590 1.36447
C -0.31784 5.07908 -1.96381
C 0.61541 5.95543 -2.52568
C 0.36743 6.60354 -3.73507
C -0.82826 6.38541 -4.40755
C -1.78196 5.53251 -3.85566
C -1.52522 4.88779 -2.65074
C -1.29582 4.29964 0.84392
C -2.48113 3.55789 0.78830
C -3.57658 3.89573 1.57676
C -3.49660 4.97861 2.44542
C -2.32651 5.73042 2.50973
C -1.23909 5.39876 1.70684
H -0.23327 2.14101 -2.19412
H 2.67897 3.55150 -1.67992
H 5.03129 4.07221 -1.14858
H 5.60814 5.16672 1.00232
H 3.81358 5.69855 2.62473
H 1.47671 5.17601 2.10316
H 1.55445 6.13806 -2.01084
H 1.11348 7.27056 -4.15623
H -1.01329 6.86602 -5.36149
H -2.71957 5.35805 -4.37245
H -2.27539 4.21359 -2.24304
H -2.54384 2.69443 0.12998
H -4.48663 3.30812 1.51548
H -4.34479 5.23798 3.06882
H -2.26238 6.58020 3.18145
H -0.35355 6.02323 1.74193
C 0.70951 -5.20343 2.37485
Ge 0.51896 -3.25082 2.20026
C 2.12789 -2.54997 3.10107
C -0.89413 -2.85579 3.50974
Ge 0.25940 -2.21342 -0.01151
C -1.36217 -3.15956 -0.70315
C -2.18642 -3.96854 0.08618
C -3.39915 -4.46600 -0.38903
C -3.81788 -4.16568 -1.67789
C -3.01580 -3.36589 -2.48498
C -1.81413 -2.86705 -1.99917
C 1.72721 -3.14041 -1.02863
C 1.85602 -2.88203 -2.40236
C 2.85598 -3.46914 -3.16968
C 3.78443 -4.31996 -2.57730
C 3.70200 -4.56784 -1.21306
C 2.68674 -3.98561 -0.45525
H 0.93532 -5.42141 3.42620
H 1.50884 -5.61163 1.74771
H -0.22396 -5.71096 2.10379
H 2.15391 -2.89065 4.14311
H 2.10623 -1.45553 3.08889
H 3.04958 -2.87223 2.60287
H -0.77617 -3.51935 4.37520
H -1.89716 -2.99208 3.09457
H -0.82027 -1.81767 3.84249
H -1.88980 -4.21454 1.10060
H -4.02320 -5.07231 0.25704
H -4.77240 -4.52679 -2.04175
H -3.34718 -3.09968 -3.48231
H -1.23595 -2.19595 -2.62835
H 1.16813 -2.18878 -2.87889
H 2.91736 -3.25569 -4.23158
H 4.56714 -4.77678 -3.17154
H 4.42762 -5.21688 -0.73497
H 2.64875 -4.19687 0.60894